No. 1
This record from the Open Molecules 2025 dataset describes a molecular structure, CH4BrCoO in a non-equilibrium geometry. The level of theory is ωB97M-V with the def2-TZVPD basis set.

## Properties
- orbital gap (spin up / spin down) (eV) = 5.92 / 3.73
- E (eV) = -110806.48094
- maximum force (eV/Å) = 1.9
- 2S+1 = 4
- energy above the lowest of the compared OMol25 structures with the same formula, charge and spin (kcal per mole) = 26.2
- LUMO energy (spin up / spin down) (eV) = -7.76 / -9.84
- HOMO level (spin up / spin down) (Ha) = -0.50256 / -0.49883
- charge = +1

Cartesian coordinates (Å):
Co: -2.6375 -1.7333 -1.8668
Br: -1.3552 0.5831 -2.0004
C: 0.6317 -0.0636 0.8881
O: 1.4446 0.8039 0.0800
H: 0.5192 -1.0854 0.5254
H: 0.9017 -0.0439 1.9439
H: -0.3449 0.4028 1.0174
H: 0.8403 1.1364 -0.5876

***

No. 2
This record from the Open Molecules 2025 dataset describes a molecular structure, C37H40O2P2Pt in a non-equilibrium geometry. The level of theory is ωB97M-V with the def2-TZVPD basis set.

## Properties
- orbital gap (spin up / spin down) (eV) = 5.57 / 5.04
- E (eV) = -64912.04577
- maximum force (eV/Å) = 4.2
- 2S+1 = 5
- energy above the lowest of the compared OMol25 structures with the same formula, charge and spin (kcal per mole) = 65.8
- LUMO energy (spin up / spin down) (eV) = -6.14 / -8.99
- HOMO level (spin up / spin down) (Ha) = -0.43016 / -0.51541
- charge = +2

Cartesian coordinates (Å):
Pt: 0.0661 0.3034 1.3673
C: -1.8900 0.9697 -2.5850
C: -1.9016 -0.3739 -2.4581
C: -1.2441 -1.2493 -3.5131
C: 0.1549 -0.7824 -3.9515
C: 1.0103 -0.0436 -2.9399
C: 0.8424 1.2356 -2.5792
C: 0.1373 2.1853 -3.4978
C: -1.3342 1.7455 -3.7161
C: 1.2378 0.7833 3.0333
H: -2.4557 1.5991 -1.9158
H: -2.7230 -0.8922 -1.9368
H: -1.8802 -1.2883 -4.4187
H: -1.2110 -2.2890 -3.1552
H: 0.7049 -1.6950 -4.2399
H: 0.0460 -0.1765 -4.8700
H: 1.9660 -0.5531 -2.7793
H: 1.3473 1.6977 -1.7532
H: 0.6095 2.2301 -4.5018
H: 0.1735 3.2005 -3.0760
H: -1.9226 2.6719 -3.8121
H: -1.4328 1.1963 -4.6663
H: 0.6442 1.5741 3.5299
H: 2.2289 1.1626 2.7672
H: 1.3275 -0.1229 3.6551
P: -1.4994 -0.7564 0.0237
P: 2.0824 0.0420 0.3459
C: -0.0455 -1.5608 -0.7766
C: 1.2928 -1.3094 -0.6021
C: -2.4461 -2.2023 0.6713
C: -2.5853 -3.3677 -0.1125
C: -3.4117 -4.4018 0.3157
C: -4.0555 -4.3463 1.5464
C: -3.8238 -3.2445 2.3808
C: -3.0315 -2.1860 1.9420
C: -2.7052 0.7266 0.1694
C: -2.1922 2.0372 0.2588
C: -2.9995 3.1582 0.0567
C: -4.3641 2.9745 -0.1962
C: -4.9063 1.6854 -0.2276
C: -4.0868 0.5614 -0.0416
C: 3.4418 -0.8782 1.1123
C: 3.1720 -2.1386 1.6845
C: 4.2234 -2.9584 2.0907
C: 5.5530 -2.5366 1.9386
C: 5.8142 -1.2526 1.4379
C: 4.7723 -0.4223 1.0313
C: 2.7104 1.7728 0.0877
C: 2.2365 2.8555 0.8625
C: 2.6441 4.1695 0.6018
C: 3.4289 4.4390 -0.5203
C: 3.8609 3.3859 -1.3329
C: 3.6127 2.0561 -0.9619
H: -0.3208 -2.3820 -1.4407
H: 2.0359 -2.0060 -1.0211
H: -2.0478 -3.4448 -1.0526
H: -3.5693 -5.2611 -0.3385
H: -4.7324 -5.1379 1.8601
H: -4.2815 -3.2079 3.3627
H: -2.8647 -1.3285 2.5995
H: -1.1092 2.1991 0.4127
H: -2.5574 4.1591 0.0937
H: -4.9966 3.8434 -0.3897
H: -5.9696 1.5367 -0.4265
H: -4.5074 -0.4454 -0.0516
H: 2.1345 -2.4793 1.7835
H: 4.0139 -3.9407 2.5202
H: 6.3779 -3.1973 2.2159
H: 6.8461 -0.9011 1.3577
H: 4.9727 0.5759 0.6357
H: 1.5468 2.6880 1.6901
H: 2.3438 4.9719 1.2771
H: 3.7076 5.4738 -0.7606
H: 4.4073 3.5875 -2.2592
H: 4.0692 1.2330 -1.5136
C: -0.6208 -1.6157 4.3515
O: -1.3066 -0.3370 4.1119
C: -1.2845 0.4365 2.9901
O: -2.0722 1.3634 2.9246
H: -1.3249 -2.2785 4.8694
H: 0.2227 -1.4338 5.0200
H: -0.3063 -2.0626 3.4044

***

Number 2 is which compound? C37H40O2P2Pt

***

Which of these has the lowest charge? CH4BrCoO

***

charge of number 2 (C37H40O2P2Pt)? +2

***

The highest charge belongs to which entry? C37H40O2P2Pt